A 21-piece molecular cluster, C91H127N8O54P overall. Source: the Open Molecules 2025 dataset; level of theory: wB97M-V/def2-TZVPD.

Last columns: bonded neighbours and bond lengths (Å).
Cartesian coordinates (Å):
1 C 1.51 -1.17 -2.22  C2 1.555, H10 1.090, H11 1.090, H12 1.090
2 C 1.02 -0.50 -0.90  C1 1.555, C3 1.596, N6 1.550, H13 1.090
3 C 0.46 0.99 -1.01  C2 1.596, O4 1.432, H14 1.090, H15 1.090
4 O 0.18 1.43 0.33  C3 1.432, C5 1.476
5 C -0.56 2.70 0.44  O4 1.476, H16 1.090, H17 1.090, H18 1.090
6 N -0.22 -1.33 -0.47  C2 1.550, H7 1.010, H8 1.010, H9 1.010
7 H -0.60 -1.10 0.44  N6 1.010
8 H -0.93 -1.29 -1.19  N6 1.010
9 H -0.07 -2.33 -0.40  N6 1.010
10 H 0.82 -1.42 -3.03  C1 1.090
11 H 1.82 -2.20 -2.05  C1 1.090
12 H 2.43 -0.66 -2.53  C1 1.090
13 H 1.71 -0.68 -0.08  C2 1.090
14 H -0.50 0.96 -1.52  C3 1.090
15 H 1.03 1.73 -1.57  C3 1.090
16 H -1.04 2.76 1.41  C5 1.090
17 H -1.20 2.93 -0.41  C5 1.090
18 H 0.21 3.47 0.48  C5 1.090
19 P 0.67 -4.39 1.05  O20 1.531, O21 1.539, O22 1.562, O23 1.594
20 O 2.13 -4.48 1.48  P19 1.531
21 O 0.13 -3.68 2.30  P19 1.539
22 O 0.33 -5.82 1.57  P19 1.562
23 O 0.22 -4.05 -0.45  P19 1.594
24 C -4.66 -6.49 -9.49  O25 1.335, H30 1.090, H31 1.090, H32 1.090
25 O -4.34 -6.44 -8.19  C24 1.335, C26 1.477
26 C -3.45 -7.56 -7.81  O25 1.477, C27 1.550, H33 1.090, H34 1.090
27 C -2.45 -6.88 -6.84  C26 1.550, O28 1.471, H35 1.090, H36 1.090
28 O -3.17 -6.11 -5.81  C27 1.471, C29 1.424
29 C -2.35 -5.35 -4.93  O28 1.424, H37 1.090, H38 1.090, H39 1.090
30 H -3.80 -6.31 -10.13  C24 1.090
31 H -5.51 -5.86 -9.76  C24 1.090
32 H -5.04 -7.49 -9.67  C24 1.090
33 H -2.95 -8.00 -8.67  C26 1.090
34 H -3.96 -8.39 -7.32  C26 1.090
35 H -1.71 -6.32 -7.42  C27 1.090
36 H -1.75 -7.59 -6.39  C27 1.090
37 H -2.04 -6.03 -4.14  C29 1.090
38 H -2.99 -4.53 -4.61  C29 1.090
39 H -1.53 -4.93 -5.53  C29 1.090
40 C -1.56 0.00 9.21  O41 1.454, H46 1.090, H47 1.090, H48 1.090
41 O -0.53 1.02 9.29  C40 1.454, C42 1.431
42 C -1.03 2.36 9.19  O41 1.431, C43 1.595, H49 1.090, H50 1.090
43 C -1.75 2.72 7.81  C42 1.595, O44 1.432, H51 1.090, H52 1.090
44 O -0.89 2.71 6.67  C43 1.432, C45 1.435
45 C -1.52 3.02 5.42  O44 1.435, H53 1.090, H54 1.090, H55 1.090
46 H -2.03 -0.13 10.18  C40 1.090
47 H -1.22 -1.01 8.98  C40 1.090
48 H -2.31 0.16 8.43  C40 1.090
49 H -0.11 2.92 9.30  C42 1.090
50 H -1.57 2.63 10.10  C42 1.090
51 H -2.02 3.77 7.85  C43 1.090
52 H -2.68 2.18 7.65  C43 1.090
53 H -1.87 4.05 5.33  C45 1.090
54 H -2.31 2.34 5.11  C45 1.090
55 H -0.67 2.83 4.77  C45 1.090
56 C -4.92 8.81 1.97  O57 1.460, H62 1.090, H63 1.090, H64 1.090
57 O -3.79 7.92 1.68  C56 1.460, C58 1.467
58 C -3.68 7.14 2.92  O57 1.467, C59 1.529, H65 1.090, H66 1.090
59 C -2.48 6.25 2.65  C58 1.529, O60 1.448, H67 1.090, H68 1.090
60 O -1.09 6.68 2.62  C59 1.448, C61 1.445
61 C -0.68 6.95 3.98  O60 1.445, H69 1.090, H70 1.090, H71 1.090
62 H -4.45 9.59 2.56  C56 1.090
63 H -5.81 8.36 2.41  C56 1.090
64 H -5.24 9.22 1.01  C56 1.090
65 H -4.55 6.50 3.07  C58 1.090
66 H -3.48 7.64 3.87  C58 1.090
67 H -2.75 5.88 1.66  C59 1.090
68 H -2.66 5.35 3.24  C59 1.090
69 H -1.39 7.57 4.53  C61 1.090
70 H 0.22 7.57 3.96  C61 1.090
71 H -0.56 6.10 4.64  C61 1.090
72 C 4.25 -1.16 -7.13  O73 1.242, N74 1.341, H77 1.101
73 O 5.07 -1.94 -7.64  C72 1.242
74 N 3.49 -1.37 -6.05  C72 1.341, C75 1.461, C76 1.457
75 C 2.33 -0.58 -5.66  N74 1.461, H78 1.090, H79 1.090, H80 1.090
76 C 3.65 -2.53 -5.18  N74 1.457, H81 1.090, H82 1.090, H83 1.090
77 H 4.02 -0.14 -7.47  C72 1.101
78 H 1.42 -1.16 -5.43  C75 1.090
79 H 2.06 0.20 -6.37  C75 1.090
80 H 2.64 -0.08 -4.74  C75 1.090
81 H 4.71 -2.78 -5.12  C76 1.090
82 H 2.98 -2.45 -4.33  C76 1.090
83 H 3.23 -3.37 -5.73  C76 1.090
84 C -4.13 4.08 -2.44  O85 1.270, N86 1.341, H89 1.101
85 O -4.64 3.56 -3.48  C84 1.270
86 N -4.46 3.69 -1.20  C84 1.341, C87 1.446, C88 1.502
87 C -3.82 4.28 -0.05  N86 1.446, H90 1.090, H91 1.090, H92 1.090
88 C -5.79 3.04 -0.92  N86 1.502, H93 1.090, H94 1.090, H95 1.090
89 H -3.29 4.79 -2.44  C84 1.101
90 H -2.87 4.79 -0.23  C87 1.090
91 H -3.63 3.49 0.68  C87 1.090
92 H -4.39 5.06 0.45  C87 1.090
93 H -6.43 3.82 -0.53  C88 1.090
94 H -6.28 2.76 -1.85  C88 1.090
95 H -5.71 2.14 -0.31  C88 1.090
96 C -2.73 -1.78 -3.37  O97 1.234, N98 1.339, H101 1.101
97 O -2.27 -1.22 -2.37  C96 1.234
98 N -2.91 -1.14 -4.53  C96 1.339, C99 1.419, C100 1.495
99 C -3.62 -1.70 -5.64  N98 1.419, H102 1.090, H103 1.090, H104 1.090
100 C -2.35 0.22 -4.74  N98 1.495, H105 1.090, H106 1.090, H107 1.090
101 H -3.17 -2.79 -3.40  C96 1.101
102 H -2.95 -1.92 -6.47  C99 1.090
103 H -4.40 -1.06 -6.05  C99 1.090
104 H -4.15 -2.63 -5.44  C99 1.090
105 H -1.61 0.20 -5.55  C100 1.090
106 H -3.20 0.78 -5.13  C100 1.090
107 H -1.95 0.80 -3.91  C100 1.090
108 C 4.92 -4.59 4.18  O109 1.294, N110 1.315, H113 1.101
109 O 3.72 -4.90 3.80  C108 1.294
110 N 5.63 -3.63 3.62  C108 1.315, C111 1.445, C112 1.495
111 C 7.00 -3.56 4.06  N110 1.445, H114 1.090, H115 1.090, H116 1.090
112 C 5.18 -2.68 2.56  N110 1.495, H117 1.090, H118 1.090, H119 1.090
113 H 5.42 -4.96 5.09  C108 1.101
114 H 7.27 -2.59 4.48  C111 1.090
115 H 7.66 -3.73 3.21  C111 1.090
116 H 7.34 -4.23 4.85  C111 1.090
117 H 5.31 -1.64 2.85  C112 1.090
118 H 5.68 -2.95 1.62  C112 1.090
119 H 4.12 -2.77 2.34  C112 1.090
120 C 1.11 -2.68 5.79  O121 1.241, N122 1.339, H125 1.101
121 O 1.46 -3.51 4.94  C120 1.241
122 N 0.82 -1.40 5.57  C120 1.339, C123 1.442, C124 1.469
123 C 0.57 -0.52 6.69  N122 1.442, H126 1.090, H127 1.090, H128 1.090
124 C 0.87 -0.76 4.25  N122 1.469, H129 1.090, H130 1.090, H131 1.090
125 H 0.99 -3.05 6.83  C120 1.101
126 H 1.47 0.02 7.00  C123 1.090
127 H 0.32 -1.09 7.58  C123 1.090
128 H -0.28 0.15 6.54  C123 1.090
129 H 1.60 0.04 4.34  C124 1.090
130 H 1.30 -1.44 3.52  C124 1.090
131 H -0.10 -0.44 3.85  C124 1.090
132 C -6.14 3.88 2.77  O133 1.262, N134 1.310, H137 1.101
133 O -5.75 2.70 2.98  C132 1.262
134 N -7.36 4.36 2.74  C132 1.310, C135 1.519, C136 1.481
135 C -7.67 5.75 2.21  N134 1.519, H138 1.090, H139 1.090, H140 1.090
136 C -8.53 3.63 3.29  N134 1.481, H141 1.090, H142 1.090, H143 1.090
137 H -5.38 4.66 2.65  C132 1.101
138 H -7.89 6.45 3.02  C135 1.090
139 H -8.47 5.64 1.49  C135 1.090
140 H -6.81 6.15 1.67  C135 1.090
141 H -9.19 4.27 3.88  C136 1.090
142 H -9.09 3.25 2.43  C136 1.090
143 H -8.18 2.80 3.90  C136 1.090
144 C 2.63 2.31 1.97  O145 1.290, N146 1.454, H149 1.101
145 O 3.05 1.10 2.17  C144 1.290
146 N 2.28 3.22 3.04  C144 1.454, C147 1.438, C148 1.470
147 C 1.46 4.36 2.74  N146 1.438, H150 1.090, H151 1.090, H152 1.090
148 C 2.45 2.91 4.46  N146 1.470, H153 1.090, H154 1.090, H155 1.090
149 H 2.51 2.82 1.00  C144 1.101
150 H 1.75 5.23 3.32  C147 1.090
151 H 0.43 4.10 2.95  C147 1.090
152 H 1.57 4.71 1.71  C147 1.090
153 H 3.24 2.16 4.48  C148 1.090
154 H 2.72 3.81 5.01  C148 1.090
155 H 1.64 2.30 4.87  C148 1.090
156 C -5.62 -4.35 -0.32  C157 1.358, C162 1.425, H166 1.080
157 C -5.44 -4.31 1.03  C156 1.358, C158 1.449, O165 1.383
158 C -4.15 -4.40 1.69  C157 1.449, O159 1.247, C160 1.477
159 O -4.07 -4.39 2.93  C158 1.247
160 C -3.01 -4.38 0.75  C158 1.477, C161 1.361, H167 1.080
161 C -3.20 -4.50 -0.60  C160 1.361, C162 1.460, O164 1.324
162 C -4.53 -4.52 -1.22  C156 1.425, C161 1.460, O163 1.264
163 O -4.66 -4.65 -2.47  C162 1.264
164 O -2.20 -4.52 -1.46  C161 1.324, H168 0.960
165 O -6.57 -4.14 1.80  C157 1.383, H169 0.960
166 H -6.62 -4.26 -0.71  C156 1.080
167 H -2.04 -4.51 1.19  C160 1.080
168 H -1.35 -4.49 -1.01  O164 0.960
169 H -7.37 -4.21 1.27  O165 0.960
170 C 2.19 4.31 -3.25  C171 1.365, C176 1.448, H180 1.080
171 C 1.28 5.09 -2.60  C170 1.365, C172 1.494, O179 1.343
172 C -0.20 4.86 -2.65  C171 1.494, O173 1.209, C174 1.567
173 O -1.06 5.44 -2.03  C172 1.209
174 C -0.61 3.76 -3.68  C172 1.567, C175 1.373, H181 1.080
175 C 0.38 3.07 -4.33  C174 1.373, C176 1.520, O178 1.376
176 C 1.88 3.27 -4.21  C170 1.448, C175 1.520, O177 1.274
177 O 2.75 2.54 -4.78  C176 1.274
178 O 0.04 2.06 -5.20  C175 1.376, H182 0.960
179 O 1.57 6.15 -1.84  C171 1.343, H183 0.960
180 H 3.24 4.59 -3.23  C170 1.080
181 H -1.66 3.56 -3.85  C174 1.080
182 H -0.86 2.20 -5.50  O178 0.960
183 H 0.79 6.69 -1.70  O179 0.960
184 C 6.86 7.38 -1.11  C185 1.341, C190 1.488, H194 1.080
185 C 5.92 7.67 -0.20  C184 1.341, C186 1.475, O193 1.381
186 C 4.87 6.73 0.24  C185 1.475, O187 1.170, C188 1.472
187 O 4.00 7.09 0.95  C186 1.170
188 C 5.04 5.39 -0.33  C186 1.472, C189 1.401, H195 1.080
189 C 6.11 4.98 -1.14  C188 1.401, C190 1.487, O192 1.321
190 C 7.06 6.00 -1.65  C184 1.488, C189 1.487, O191 1.217
191 O 7.97 5.78 -2.42  C190 1.217
192 O 6.29 3.77 -1.64  C189 1.321, H196 0.960
193 O 5.74 8.97 0.20  C185 1.381, H197 0.960
194 H 7.62 8.07 -1.45  C184 1.080
195 H 4.32 4.63 -0.06  C188 1.080
196 H 7.15 3.82 -2.06  O192 0.960
197 H 6.53 9.47 -0.01  O193 0.960
198 C -1.75 10.46 -1.60  C199 1.299, C204 1.497, H208 1.080
199 C -2.22 11.15 -0.60  C198 1.299, C200 1.514, O207 1.380
200 C -2.13 10.70 0.84  C199 1.514, O201 1.231, C202 1.452
201 O -2.69 11.24 1.79  C200 1.231
202 C -1.55 9.37 0.93  C200 1.452, C203 1.345, H209 1.080
203 C -1.13 8.65 -0.13  C202 1.345, C204 1.446, O206 1.381
204 C -1.12 9.10 -1.50  C198 1.497, C203 1.446, O205 1.236
205 O -0.69 8.48 -2.48  C204 1.236
206 O -0.44 7.47 0.07  C203 1.381, H210 0.960
207 O -2.69 12.43 -0.79  C199 1.380, H211 0.960
208 H -1.87 10.99 -2.53  C198 1.080
209 H -1.26 9.02 1.91  C202 1.080
210 H -0.58 7.17 0.97  O206 0.960
211 H -2.70 12.85 0.07  O207 0.960
212 C 4.89 -5.72 0.49  C213 1.339, C218 1.470, H222 1.080
213 C 4.79 -4.67 -0.34  C212 1.339, C214 1.526, O221 1.370
214 C 5.62 -4.43 -1.59  C213 1.526, O215 1.265, C216 1.456
215 O 5.64 -3.41 -2.34  C214 1.265
216 C 6.66 -5.44 -1.69  C214 1.456, C217 1.368, H223 1.080
217 C 6.84 -6.42 -0.76  C216 1.368, C218 1.462, O220 1.380
218 C 6.03 -6.65 0.43  C212 1.470, C217 1.462, O219 1.194
219 O 6.08 -7.47 1.30  C218 1.194
220 O 7.89 -7.31 -0.93  C217 1.380, H224 0.960
221 O 3.78 -3.75 -0.15  C213 1.370, H225 0.960
222 H 4.20 -5.72 1.32  C212 1.080
223 H 7.26 -5.47 -2.59  C216 1.080
224 H 8.57 -6.93 -1.49  O220 0.960
225 H 3.17 -4.08 0.51  O221 0.960
226 C -2.67 -9.51 -1.29  C227 1.360, C232 1.458, H236 1.080
227 C -1.75 -9.33 -2.27  C226 1.360, C228 1.463, O235 1.392
228 C -0.76 -8.27 -2.10  C227 1.463, O229 1.254, C230 1.493
229 O 0.01 -7.98 -3.05  C228 1.254
230 C -0.80 -7.51 -0.81  C228 1.493, C231 1.342, H237 1.080
231 C -1.68 -7.81 0.16  C230 1.342, C232 1.484, O234 1.335
232 C -2.79 -8.78 -0.03  C226 1.458, C231 1.484, O233 1.226
233 O -3.70 -8.95 0.78  C232 1.226
234 O -1.69 -7.29 1.39  C231 1.335, H238 0.960
235 O -1.92 -9.94 -3.50  C227 1.392, H239 0.960
236 H -3.37 -10.31 -1.48  C226 1.080
237 H 0.03 -6.89 -0.52  C230 1.080
238 H -0.93 -6.71 1.39  O234 0.960
239 H -1.32 -9.62 -4.18  O235 0.960
240 C 7.07 -0.69 -0.49  C241 1.372, C246 1.453, H250 1.080
241 C 6.01 0.04 -0.01  C240 1.372, C242 1.504, O249 1.360
242 C 5.02 0.69 -0.94  C241 1.504, O243 1.186, C244 1.526
243 O 4.20 1.48 -0.61  C242 1.186
244 C 5.24 0.29 -2.39  C242 1.526, C245 1.316, H251 1.080
245 C 6.29 -0.39 -2.80  C244 1.316, C246 1.536, O248 1.329
246 C 7.41 -0.91 -1.88  C240 1.453, C245 1.536, O247 1.212
247 O 8.45 -1.32 -2.35  C246 1.212
248 O 6.35 -0.71 -4.09  C245 1.329, H252 0.960
249 O 5.67 0.13 1.30  C241 1.360, H253 0.960
250 H 7.56 -1.17 0.34  C240 1.080
251 H 4.54 0.70 -3.11  C244 1.080
252 H 7.30 -0.79 -4.22  O248 0.960
253 H 4.76 0.37 1.50  O249 0.960
254 C 2.29 -5.97 -2.38  C255 1.337, C260 1.492, H264 1.080
255 C 1.65 -5.19 -3.27  C254 1.337, C256 1.458, O263 1.323
256 C 1.73 -5.43 -4.70  C255 1.458, O257 1.238, C258 1.519
257 O 1.37 -4.69 -5.63  C256 1.238
258 C 2.73 -6.52 -5.05  C256 1.519, C259 1.387, H265 1.080
259 C 3.47 -7.25 -4.12  C258 1.387, C260 1.482, O262 1.307
260 C 3.16 -7.14 -2.67  C254 1.492, C259 1.482, O261 1.256
261 O 3.53 -7.91 -1.75  C260 1.256
262 O 4.50 -7.98 -4.46  C259 1.307, H266 0.960
263 O 0.72 -4.33 -2.89  C255 1.323, H267 0.960
264 H 2.10 -5.83 -1.33  C254 1.080
265 H 2.99 -6.47 -6.09  C258 1.080
266 H 4.78 -8.46 -3.68  O262 0.960
267 H 0.58 -4.41 -1.94  O263 0.960
268 C -2.19 -2.27 4.52  C269 1.335, C274 1.454, H278 1.080
269 C -2.28 -1.45 3.47  C268 1.335, C270 1.534, O277 1.386
270 C -3.07 -0.14 3.48  C269 1.534, O271 1.227, C272 1.437
271 O -2.88 0.69 2.59  C270 1.227
272 C -3.77 0.12 4.71  C270 1.437, C273 1.354, H279 1.080
273 C -3.71 -0.72 5.77  C272 1.354, C274 1.513, O276 1.391
274 C -2.81 -1.94 5.80  C268 1.454, C273 1.513, O275 1.209
275 O -2.63 -2.67 6.74  C274 1.209
276 O -4.62 -0.54 6.80  C273 1.391, H280 0.960
277 O -1.70 -1.90 2.29  C269 1.386, H281 0.960
278 H -1.55 -3.13 4.42  C268 1.080
279 H -4.38 1.01 4.75  C272 1.080
280 H -4.64 -1.25 7.45  O276 0.960
281 H -1.11 -2.65 2.42  O277 0.960

Calculated values
frontier orbital gap: 1.0914 eV
total charge: -2

The molecule C20H19FN6O2. Source: the Open Molecules 2025 dataset; level of theory: wB97M-V/def2-TZVPD.

Last columns: bonded neighbours and bond lengths (Å).
Cartesian coordinates (Å):
1 N -5.03 0.15 -1.90  C2 1.410, H30 0.970, H31 1.057
2 C -4.28 -0.36 -0.82  N1 1.410, C3 1.368, C14 1.409
3 C -4.87 -0.51 0.40  C2 1.368, C4 1.436, H32 1.086
4 C -4.10 -1.17 1.42  C3 1.436, C5 1.403, H33 1.031
5 C -2.75 -1.52 1.28  C4 1.403, C6 1.534, N13 1.367
6 C -1.70 -2.07 2.26  C5 1.534, C7 1.414, C12 1.411
7 C -2.14 -2.48 3.54  C6 1.414, C8 1.468, H34 1.097
8 C -1.09 -3.01 4.42  C7 1.468, C9 1.350, H35 1.069
9 C 0.16 -3.28 4.00  C8 1.350, F10 1.355, C11 1.360
10 F 1.15 -3.95 4.65  C9 1.355
11 C 0.54 -2.88 2.76  C9 1.360, C12 1.420, H36 1.048
12 C -0.41 -2.40 1.81  C6 1.411, C11 1.420, H37 1.068
13 N -2.26 -1.25 0.03  C5 1.367, C14 1.357
14 C -2.96 -0.79 -1.04  C2 1.409, N13 1.357, N15 1.359
15 N -2.42 -0.92 -2.29  C14 1.359, C16 1.340, H38 0.990
16 C -1.12 -0.87 -2.61  N15 1.340, O17 1.216, N18 1.406
17 O -0.87 -1.64 -3.51  C16 1.216
18 N -0.10 -0.09 -2.05  C16 1.406, C19 1.466, C29 1.438
19 C -0.22 0.93 -1.00  N18 1.466, C20 1.517, H39 1.087, H40 1.028
20 C 1.20 1.42 -0.85  C19 1.517, C21 1.333, C28 1.407
21 C 1.92 2.32 -0.18  C20 1.333, N22 1.361, H41 1.055
22 N 3.18 1.97 -0.57  C21 1.361, C23 1.478, N27 1.342
23 C 4.23 2.95 -0.22  N22 1.478, C24 1.533, C26 1.521, H42 1.084
24 C 4.61 4.13 -1.13  C23 1.533, O25 1.375, H43 1.077, H44 1.062
25 O 5.93 3.75 -1.13  C24 1.375, C26 1.432
26 C 5.68 2.53 -0.42  C23 1.521, O25 1.432, H45 1.108, H46 1.140
27 N 3.30 1.00 -1.48  N22 1.342, C28 1.298
28 C 2.07 0.62 -1.62  C20 1.407, N27 1.298, C29 1.436
29 C 1.29 -0.32 -2.37  N18 1.438, C28 1.436, H47 1.120, H48 1.149
30 H -4.60 0.67 -2.60  N1 0.970
31 H -5.99 0.47 -1.60  N1 1.057
32 H -5.89 -0.18 0.50  C3 1.086
33 H -4.48 -1.50 2.32  C4 1.031
34 H -3.19 -2.35 3.83  C7 1.097
35 H -1.20 -3.20 5.47  C8 1.069
36 H 1.49 -3.06 2.35  C11 1.048
37 H -0.06 -2.15 0.83  C12 1.068
38 H -2.98 -1.32 -3.00  N15 0.990
39 H -0.57 0.52 -0.06  C19 1.087
40 H -0.86 1.68 -1.29  C19 1.028
41 H 1.56 3.18 0.31  C21 1.055
42 H 4.02 3.35 0.76  C23 1.084
43 H 4.09 4.10 -2.08  C24 1.077
44 H 4.41 5.15 -0.90  C24 1.062
45 H 5.88 1.65 -1.06  C26 1.108
46 H 6.28 2.35 0.53  C26 1.140
47 H 1.44 -0.21 -3.47  C29 1.120
48 H 1.71 -1.38 -2.18  C29 1.149

Calculated values
frontier orbital gap: 8.6265 eV
relative energy (zero: lowest compared OMol25 entry of this formula, charge and spin): 568.6 kJ/mol
SMILES: Nc1ccc(-c2ccc(F)cc2)nc1NC(=O)N1Cc2cn(C3COC3)nc2C1

| no. | maximum force (eV/Å) |
| --- | --- |
| 1 | 7.5 |
| 2 | 5.0 |